(1)
7
Properties=species:S:1:pos:R:3:forces:R:3 method="wB97M-V/def2-TZVPD" charge=0 homo_energy_ev="-9.23 / -11.53" multiplicity=3 homo_lumo_gap_ev="7.973 / 7.205" energy_ha=-370.157811 relative_energy_kj_mol=177.9
C -0.4601 1.9143 0.0398 0.8219 1.5859 -0.3077
N 2.0365 -2.0082 -0.0452 -6.2866 1.9227 0.7351
N -0.2912 3.0776 -0.0342 -0.4188 -0.0890 0.2105
N -0.2988 0.6686 0.0309 -0.0685 -2.1252 0.1691
C 0.8678 -1.6932 0.0638 1.2301 -2.3610 -1.0274
O -0.7586 -1.6351 0.0065 6.4514 0.4824 0.4833
N -1.0957 -0.3240 -0.0617 -1.7296 0.5843 -0.2627



(2)
7
Properties=species:S:1:pos:R:3:forces:R:3 method="wB97M-V/def2-TZVPD" charge=-1 smiles="O=C([O-])N1OC1=O" homo_energy_ev=-4.40 multiplicity=1 homo_lumo_gap_ev=8.578 energy_ha=-431.926470 relative_energy_kj_mol=110.8
C -0.4783 1.2922 0.1096 -1.2295 -0.7456 1.8342
O 0.1504 1.1542 -1.0443 1.9377 2.6401 -1.7723
O 0.1709 -2.0457 -0.8094 -0.3971 -3.0798 -2.4375
O 1.1247 -1.1580 1.0184 1.0943 0.4339 1.9245
O -0.8234 2.0221 1.0051 0.7525 0.6610 -0.7380
C 0.4528 -1.3377 0.0679 -0.4733 2.0077 0.0812
N -0.5970 0.0730 -0.3473 -1.6846 -1.9173 1.1079



(3)
13
Properties=species:S:1:pos:R:3:forces:R:3 method="wB97M-V/def2-TZVPD" charge=-1 homo_energy_ev=-4.16 multiplicity=1 homo_lumo_gap_ev=3.596 energy_ha=-854.925734
O 11.3066 12.6360 -6.7633 0.3698 -1.9355 0.3010
C 9.7366 14.5194 -4.1566 5.4453 -1.8985 5.8133
O 11.4824 16.4805 -5.5150 0.4146 -3.9395 -8.3317
N 11.5023 16.9990 -4.4520 -1.8072 6.3793 4.9712
Zr 9.7712 16.2124 -6.9919 4.1814 -7.3552 6.5333
O 9.4260 14.9120 -2.9733 -0.6350 -1.0409 -3.1612
O 10.4580 12.8488 -8.8791 0.1257 1.0658 2.1379
C 10.8306 13.2576 -7.7056 0.1949 -8.1240 -3.4801
O 10.7632 13.7328 -4.3710 -3.0801 1.7767 0.2716
O 9.2746 15.0814 -5.2031 -2.6892 3.5631 -6.2571
O 10.4159 17.4812 -4.0710 -0.7815 -0.1525 0.4547
O 10.8522 14.4601 -7.4584 -3.0363 12.8245 0.2061
O 12.5314 17.3306 -3.9127 1.2976 -1.1633 0.5408



(4)
7
Properties=species:S:1:pos:R:3:forces:R:3 method="wB97M-V/def2-TZVPD" charge=-1 homo_energy_ev=-2.38 multiplicity=1 homo_lumo_gap_ev=6.078 energy_ha=-718.573622 relative_energy_kj_mol=119.5
O 2.3538 -1.5908 -0.3838 0.1355 0.4751 0.1007
C 1.7594 -0.5744 -0.2226 0.5807 -1.6319 -0.0549
O -1.7883 -0.9314 0.7431 0.2563 -0.9257 1.1448
O -2.1748 0.6885 -0.8285 -0.4870 0.9326 -0.6222
O 0.4565 1.4806 0.9015 -0.2821 0.8609 1.1969
C -1.8478 -0.0831 -0.0326 -0.7714 -0.1776 -0.4432
P 0.6185 0.6348 -0.3332 0.5679 0.4666 -1.3221



(5)
62
Properties=species:S:1:pos:R:3:forces:R:3 method="wB97M-V/def2-TZVPD" charge=-1 homo_energy_ev=-5.84 multiplicity=1 homo_lumo_gap_ev=5.637 energy_ha=-3089.291911 relative_energy_kj_mol=66.3
H 0.0430 3.4314 -3.6352 -0.0042 0.0031 0.0244
C 5.0948 0.9232 1.9557 -0.0819 -0.0335 0.0667
H -0.3479 -5.2342 0.3918 0.0131 0.0104 -0.0104
C -2.5237 -4.2620 -0.7910 0.0129 0.0045 0.0256
O 0.1225 0.4897 2.2955 0.0964 0.2162 0.6362
O 5.7505 0.8648 -0.6100 -0.1124 0.0243 0.0259
H 3.1535 1.1089 4.7297 0.0143 0.0016 0.0069
C -3.5671 -2.2565 -1.5799 -0.0099 0.0092 0.0058
N -0.0638 0.7924 -1.5300 -0.0212 0.0714 -0.0620
H -4.3637 -4.2508 -1.8589 0.0024 0.0095 0.0170
C -0.3854 -1.3379 0.2136 -0.3808 0.1431 -0.0699
H -2.5845 -0.4303 -1.1929 0.0076 0.0622 0.0070
H 0.1788 -0.7245 -4.5221 0.0017 -0.0058 0.0138
H -6.1014 1.0023 1.2238 0.0156 -0.0044 -0.0028
H -4.3694 -1.7715 -2.1218 0.0065 -0.0158 0.0030
N 5.7939 1.1979 4.2953 0.0023 0.1340 -0.0071
C 0.1110 0.0788 -3.8008 -0.0016 -0.0103 -0.0703
C 0.0695 1.3815 -4.2718 0.0254 0.0133 0.1798
O 3.8272 0.0989 -1.1903 -0.0432 -0.0124 0.1458
O -0.1581 2.5046 0.2849 -0.2098 -0.2154 -0.0561
C 1.0535 0.8251 3.2583 -0.5229 -0.2906 -0.5246
N 4.5885 0.5712 -0.3757 -0.0027 0.0415 -0.0015
C 0.0469 -0.1807 -2.4451 0.0199 0.0567 0.0486
C -5.0226 0.9927 1.1258 -0.0321 0.0186 -0.0100
C -3.5611 -3.6593 -1.4368 -0.0137 0.0077 -0.0247
H -2.2863 -0.4500 2.4898 0.0154 -0.0048 0.0064
C 0.7150 -3.4309 0.7907 0.0144 0.0083 0.0028
H 0.0804 -1.1921 -2.0771 0.0038 -0.0272 0.0084
H 1.5437 -1.4856 1.1159 0.0141 -0.0105 0.0104
O 1.8035 0.7883 0.4435 0.0990 -0.1127 -0.1497
V -0.2865 0.6968 0.6307 0.8061 0.0789 -0.4323
C 0.6884 -2.0195 0.7288 -0.0096 0.0191 0.0809
C -4.2585 0.1921 1.9614 0.0506 -0.0064 0.0201
O 0.6913 0.9652 4.3868 0.1553 0.0786 0.2046
C 4.7414 1.0560 3.2910 0.1545 -0.0266 0.0648
C 2.7111 0.8079 1.3306 0.0204 0.0220 0.0925
C -1.4791 -2.0830 -0.3465 0.0631 -0.0263 -0.0580
O 0.0686 4.2721 -1.0559 -0.0115 0.0071 -0.1155
C 0.0312 2.3976 -3.3180 0.0110 -0.0221 -0.0980
O 6.9496 1.2129 3.9110 -0.0895 -0.0501 0.0226
C -0.0305 3.0870 -0.9114 -0.0230 0.0480 0.2764
H -4.7364 -0.4226 2.7142 0.0064 0.0091 -0.0092
C 4.1143 0.7753 1.0089 -0.0723 -0.0242 -0.1267
C -2.2537 0.9652 0.8629 -0.0172 -0.1680 0.0121
H 1.5802 -3.9247 1.2150 -0.0058 0.0088 -0.0012
C -2.8753 0.1791 1.8348 -0.1460 0.0111 -0.0382
O 5.4556 1.3085 5.4602 0.0215 -0.0554 -0.0819
C -3.0282 1.7906 0.0477 -0.0020 -0.0184 0.0246
H -2.5635 2.4268 -0.6954 -0.0015 0.0039 0.0060
C -2.5630 -1.4979 -1.0509 0.0149 -0.0043 0.0426
C -1.4551 -3.4996 -0.2543 -0.0014 -0.0409 -0.0181
C 0.0606 1.6940 -5.7881 -0.0933 0.0479 -0.3261
C -0.0257 2.0626 -1.9881 -0.0108 -0.0365 -0.0505
C 3.4225 1.0291 3.6862 -0.0607 -0.0157 -0.1099
C -0.3438 -4.1517 0.3337 -0.0140 0.0039 0.0112
O -0.0023 2.9076 -6.0579 0.0434 -0.2255 0.0947
C 2.4225 0.8912 2.7366 0.2362 0.0943 0.0846
O 0.0913 0.6839 -6.5170 0.0272 0.1735 0.1779
H -5.0044 2.4324 -0.4700 0.0110 -0.0084 0.0113
C -4.4080 1.7965 0.1726 -0.0184 0.0089 -0.0072
H -2.4865 -5.3408 -0.6897 0.0030 0.0150 -0.0065
H 6.1304 0.9238 1.6550 0.0240 0.0068 0.0071